<A>
Molecular formula: C4H6O4
Method: DFT, ωB97M-V/def2-TZVPD

```
14
Properties=species:S:1:pos:R:3
O 0.430 -0.652 2.337
C 0.597 -0.688 1.136
C 1.229 0.641 0.376
O 1.398 1.710 0.885
O 1.696 0.312 -0.853
H 1.095 -1.519 0.607
H 2.090 1.098 -1.267
C -1.203 -0.832 0.138
C -1.231 0.456 -0.339
O -1.008 0.830 -1.599
H -1.817 -1.080 0.990
H -1.044 -1.636 -0.572
H -1.456 1.295 0.305
H -0.775 0.064 -2.144
```

As for the molar mass: 118.088 g/mol. The SMILES is O=CC(=O)O.C=CO. As for the HOMO energy: -9.15 eV. The lowest unoccupied orbital energy comes out at 0.04 eV.


<B>
Molecular formula: C4H6O4
Method: DFT, ωB97M-V/def2-TZVPD

```
14
Properties=species:S:1:pos:R:3
O 0.860 -1.679 0.476
C 1.014 -0.476 0.121
O 2.310 -0.016 -0.521
C -0.017 0.505 0.246
O 0.294 1.808 -0.001
C -1.173 0.195 1.143
C -1.297 0.286 -0.361
O -1.906 -0.886 -0.905
H 2.178 0.968 -0.672
H -0.237 2.219 -0.690
H -1.513 1.027 1.769
H -0.791 -0.566 1.793
H -1.895 1.047 -0.822
H -1.372 -1.563 -0.672
```

As for the molar mass: 118.088 g/mol. The SMILES is O=C(O)[C@]1(O)C[C@@H]1O. As for the HOMO energy: -10.07 eV. The lowest unoccupied orbital energy comes out at 0.35 eV.


<C>
Molecular formula: C4H6O4
Method: DFT, ωB97M-V/def2-TZVPD

```
14
Properties=species:S:1:pos:R:3
O 2.335 1.354 0.080
C 2.913 0.258 -0.024
O 2.727 -0.843 0.524
C -0.629 0.194 -1.020
C -0.332 -0.459 0.267
C -1.939 -0.010 -0.059
O -2.442 0.981 0.400
O -2.603 -1.247 -0.215
H 3.736 0.242 -0.813
H -0.805 -0.471 -1.878
H -0.326 1.169 -1.402
H 0.207 0.038 1.079
H 0.110 -1.468 0.291
H -2.832 -0.909 0.763
```

As for the molar mass: 118.088 g/mol. As for the HOMO energy: -8.52 eV. The lowest unoccupied orbital energy comes out at -4.28 eV.


<D>
Molecular formula: C4H6O4
Method: DFT, ωB97M-V/def2-TZVPD

```
14
Properties=species:S:1:pos:R:3
C 0.313 1.394 -0.431
C 1.037 -0.540 -0.254
C -0.221 -0.848 0.523
C -0.866 0.299 0.642
O 0.955 -1.139 -1.525
O -0.529 -2.057 1.024
O -2.118 0.697 0.686
O 2.114 -0.543 0.358
H 0.092 -0.968 -1.933
H 0.311 -2.554 1.032
H -2.350 0.891 1.615
H 0.686 1.989 0.405
H 1.081 1.463 -1.206
H -0.505 1.917 -0.937
```

As for the molar mass: 118.088 g/mol. As for the HOMO energy: -9.33 eV. The lowest unoccupied orbital energy comes out at 0.20 eV.


Energy above the most stable structure, in hartree: <A> 0.0000; <B> 0.0197; <C> 0.1653; <D> 0.0842


<A>
Molecular formula: C4H6O4
Method: DFT, ωB97M-V/def2-TZVPD

```
14
Properties=species:S:1:pos:R:3
C 1.528 -0.798 -1.069
C -1.076 1.250 0.481
C -0.561 -1.196 0.274
C 0.108 -0.453 -0.738
O -1.738 0.180 0.644
O -1.576 2.403 0.927
O 0.038 -1.398 1.446
O 0.070 1.283 -0.057
H -2.422 2.216 1.360
H 0.498 -0.609 1.795
H -0.519 -0.195 -1.581
H 1.972 -0.017 -1.684
H 2.126 -0.932 -0.168
H 1.552 -1.734 -1.629
```

As for the molar mass: 118.088 g/mol. As for the HOMO energy: -8.39 eV. The lowest unoccupied orbital energy comes out at 0.36 eV.


<B>
Molecular formula: C4H6O4
Method: DFT, ωB97M-V/def2-TZVPD

```
14
Properties=species:S:1:pos:R:3
O -1.582 1.579 -0.401
C -0.499 0.764 -0.357
C -0.632 -0.585 -0.425
O -1.883 -1.147 -0.481
O 0.435 -1.455 -0.523
C 1.120 -1.058 0.636
O 1.140 0.584 1.232
C 0.797 1.348 0.109
H -2.369 1.013 -0.516
H -1.774 -2.019 -0.894
H 2.192 -1.032 0.446
H 0.831 -1.679 1.483
H 1.556 1.281 -0.687
H 0.668 2.405 0.377
```

As for the molar mass: 118.088 g/mol. The SMILES is OC1=C(O)OCOC1. As for the HOMO energy: -7.96 eV. The lowest unoccupied orbital energy comes out at 0.55 eV.


Energy above the most stable structure, in hartree: <A> 0.0000; <B> 0.0208